No. 1
A structure of composition C59H67CdCl3GeN3O4SSeSiTe. Source: the OMol25 dataset; level of theory: ωB97M-V/def2-TZVPD.

Structure (XYZ):
```
142
C59H67CdCl3GeN3O4SSeSiTe, DFT ωB97M-V/def2-TZVPD
Cd 0.08 0.08 1.28
Cl -3.50 1.31 5.95
C -1.96 0.73 5.30
C -1.63 0.99 3.98
C -0.43 0.53 3.47
Cl -2.85 -0.11 1.11
C 0.53 -0.16 4.27
O 1.66 -0.55 3.83
C 0.11 -0.40 5.61
Cl 1.18 -1.30 6.65
C -1.10 0.02 6.12
H -2.33 1.53 3.35
H -1.37 -0.20 7.14
C 0.09 3.38 -0.87
Si 0.25 2.68 0.88
C 1.95 3.23 1.45
C -0.99 3.67 1.90
H 0.18 4.47 -0.81
H -0.87 3.14 -1.34
H 0.88 3.00 -1.52
H 2.09 4.29 1.21
H 2.73 2.65 0.97
H 2.06 3.10 2.53
H -0.87 4.74 1.66
H -0.82 3.52 2.97
H -2.03 3.39 1.67
C -1.17 -0.80 -6.25
Ge -0.44 -2.60 -6.32
C 0.24 -3.02 -8.12
C -1.85 -3.88 -5.87
C 1.08 -2.75 -5.09
Se 0.54 -2.93 -3.21
C 0.30 -4.86 -3.20
H -2.08 -0.73 -6.85
H -0.45 -0.07 -6.62
H -1.42 -0.54 -5.21
H -0.54 -2.91 -8.87
H 0.60 -4.05 -8.14
H 1.07 -2.36 -8.37
H -2.74 -3.68 -6.47
H -2.12 -3.75 -4.82
H -1.53 -4.91 -6.04
H 1.67 -1.83 -5.13
H 1.73 -3.58 -5.34
H -0.47 -5.15 -3.92
H -0.01 -5.13 -2.20
H 1.24 -5.35 -3.43
C -8.66 3.18 0.74
C -7.42 2.51 0.20
C -7.19 1.16 0.42
C -6.04 0.53 -0.06
C -5.92 -0.95 0.24
C -5.07 1.24 -0.78
Te -2.75 0.73 -1.10
N -0.75 -0.01 -1.14
C -0.52 0.40 -2.36
O -1.49 0.81 -3.11
C 0.86 0.45 -2.94
C 1.95 -0.01 -2.21
C 3.23 0.07 -2.73
C 3.43 0.60 -4.00
C 2.34 1.06 -4.74
C 1.06 0.98 -4.21
C -3.47 -0.98 -2.15
C -4.31 -0.64 -3.20
C -4.88 -1.61 -4.01
C -4.62 -2.94 -3.74
C -3.78 -3.28 -2.70
C -3.16 -2.32 -1.89
C -2.27 -2.80 -0.78
C -5.34 2.60 -1.03
C -4.42 3.48 -1.88
C -6.49 3.22 -0.54
H -8.97 2.75 1.69
H -9.50 3.07 0.04
H -8.50 4.25 0.89
H -7.91 0.58 0.98
H -6.89 -1.44 0.13
H -5.59 -1.11 1.27
H -5.21 -1.45 -0.41
H 1.78 -0.41 -1.22
H 4.06 -0.30 -2.15
H 4.43 0.66 -4.41
H 2.49 1.48 -5.73
H 0.20 1.34 -4.76
H -4.53 0.41 -3.39
H -5.53 -1.32 -4.84
H -5.08 -3.72 -4.34
H -3.59 -4.33 -2.48
H -1.88 -3.79 -1.00
H -2.81 -2.86 0.17
H -1.42 -2.14 -0.61
H -3.73 2.91 -2.50
H -3.82 4.15 -1.25
H -5.02 4.11 -2.54
H -6.66 4.27 -0.75
S 1.57 -4.49 0.97
C 1.55 -2.67 0.73
N 0.36 -2.17 1.24
C -0.18 -3.02 2.19
C -1.25 -2.75 3.04
C -1.72 -3.72 3.91
C -1.14 -4.99 3.96
C -0.09 -5.29 3.10
C 0.36 -4.32 2.23
H 1.72 -2.44 -0.32
H -1.71 -1.77 3.04
H -2.54 -3.48 4.57
H -1.50 -5.73 4.66
H 0.38 -6.26 3.12
C 6.85 5.37 3.83
C 5.91 4.31 4.34
C 5.38 4.42 5.62
C 4.48 3.46 6.09
C 4.16 2.37 5.31
C 4.71 2.23 4.03
N 4.30 1.13 3.27
C 5.15 0.25 2.67
C 6.54 0.31 2.93
C 7.42 -0.60 2.38
C 6.96 -1.63 1.58
C 5.60 -1.72 1.32
C 4.69 -0.80 1.82
C 3.26 -0.98 1.32
O 2.87 -2.24 1.40
O 2.62 -0.09 0.79
C 5.55 3.23 3.52
C 6.01 3.20 2.09
H 7.12 6.06 4.63
H 6.40 5.95 3.02
H 7.77 4.93 3.44
H 5.65 5.26 6.25
H 4.05 3.56 7.08
H 3.48 1.61 5.67
H 3.36 0.74 3.50
H 6.90 1.07 3.61
H 8.47 -0.51 2.60
H 7.65 -2.36 1.17
H 5.22 -2.53 0.71
H 7.04 2.84 1.98
H 5.97 4.20 1.65
H 5.38 2.55 1.49
```

Computed properties:
**<S²>**: 0.7624
**ΔE to the lowest compared entry with this formula, charge and spin**: 1.541 eV
**DFT total energy**: -264933.1410 eV
**2S+1**: 2
**Highest occupied orbital energy (alpha / beta)**: -0.0751 / -0.0734 hartree
**Charge**: -2
**LUMO level (alpha / beta)**: 0.1304 / 0.1304 hartree
**Orbital gap (alpha / beta)**: 0.2055 / 0.2038 hartree


No. 2
A structure of composition C59H68AlCl3N2O2P3SSbSe4. Source: the OMol25 dataset; level of theory: ωB97M-V/def2-TZVPD.

Structure (XYZ):
```
144
C59H68AlCl3N2O2P3SSbSe4, DFT ωB97M-V/def2-TZVPD
Al -0.30 0.53 -0.42
Se 2.15 -4.57 0.76
Sb -0.25 -4.40 1.19
Se -0.98 -1.37 0.74
Se 0.96 -1.40 -0.76
Se -0.54 -4.48 3.60
Cl -7.65 2.32 2.99
C -6.27 3.25 2.55
C -5.02 2.92 3.02
C -3.93 3.69 2.66
C -4.06 4.78 1.81
C -2.85 5.61 1.44
C -2.51 5.46 -0.06
N -1.51 4.47 -0.29
C -0.27 4.67 -0.84
C 0.33 3.46 -0.93
N -0.51 2.51 -0.44
C -1.62 3.15 -0.06
O -3.06 6.99 1.66
C -3.12 7.37 3.03
C -1.77 7.70 3.60
C -0.98 6.85 4.32
Cl -1.27 5.20 4.68
S 0.48 7.60 4.88
C 0.03 9.07 4.12
C -1.17 8.98 3.49
C -5.33 5.09 1.33
Cl -5.57 6.41 0.24
C -6.44 4.34 1.70
H -4.90 2.07 3.68
H -2.95 3.44 3.05
H -1.99 5.28 2.04
H -2.16 6.43 -0.42
H -3.42 5.21 -0.62
H 0.08 5.65 -1.09
H 1.30 3.20 -1.30
H -2.46 2.68 0.41
H -3.61 6.59 3.61
H -3.74 8.27 3.04
H 0.68 9.92 4.18
H -1.64 9.79 2.96
H -7.42 4.59 1.33
O -1.46 0.50 -1.90
P -2.31 0.21 -3.14
C -1.60 1.25 -4.53
C -0.75 2.43 -4.06
C -1.58 3.67 -3.75
C -2.39 4.08 -4.97
C -3.33 2.94 -5.37
C -2.55 1.67 -5.65
C -2.03 -1.51 -3.76
C -2.99 -1.86 -4.92
C -3.31 -3.36 -4.93
C -2.04 -4.17 -4.70
C -1.44 -3.89 -3.31
C -1.99 -2.60 -2.70
C -4.11 0.54 -2.77
C -4.25 1.81 -1.90
C -5.17 1.59 -0.70
C -4.68 0.43 0.17
C -4.39 -0.83 -0.67
C -4.80 -0.66 -2.12
H -0.89 0.53 -4.95
H -0.05 2.68 -4.85
H -0.17 2.14 -3.18
H -0.92 4.49 -3.46
H -2.26 3.47 -2.92
H -1.71 4.29 -5.80
H -2.97 4.98 -4.77
H -3.90 3.22 -6.26
H -4.05 2.78 -4.56
H -1.94 1.84 -6.54
H -3.24 0.85 -5.89
H -1.00 -1.45 -4.15
H -2.52 -1.59 -5.87
H -3.92 -1.29 -4.84
H -3.75 -3.62 -5.90
H -4.05 -3.60 -4.17
H -1.31 -3.91 -5.48
H -2.26 -5.23 -4.81
H -0.35 -3.81 -3.39
H -1.65 -4.71 -2.63
H -1.33 -2.29 -1.89
H -2.98 -2.78 -2.27
H -4.57 0.72 -3.74
H -4.62 2.64 -2.50
H -3.26 2.09 -1.51
H -6.18 1.39 -1.05
H -5.21 2.50 -0.09
H -5.42 0.21 0.93
H -3.76 0.73 0.69
H -4.90 -1.69 -0.24
H -3.32 -1.04 -0.64
H -5.88 -0.50 -2.17
H -4.59 -1.57 -2.68
C 0.65 2.47 2.70
P 1.38 1.20 1.54
C 2.02 -0.05 2.69
C 1.11 -0.74 3.50
C 1.54 -1.74 4.34
C 2.88 -2.08 4.39
C 3.79 -1.39 3.62
C 3.37 -0.39 2.76
C 2.85 1.88 0.71
C 3.10 3.24 0.63
C 4.16 3.72 -0.11
C 4.98 2.85 -0.80
C 4.73 1.49 -0.75
C 3.67 1.00 -0.01
P 1.44 3.46 4.11
C 2.05 4.97 3.28
C 1.35 5.62 2.27
C 1.82 6.81 1.73
C 2.98 7.39 2.23
C 3.65 6.78 3.28
C 3.19 5.59 3.81
C 3.00 2.55 4.43
C 4.18 2.70 3.71
C 5.31 2.01 4.11
C 5.28 1.18 5.21
C 4.10 1.02 5.92
C 2.97 1.71 5.54
H -0.10 1.86 3.22
H 0.08 3.19 2.10
H 0.05 -0.50 3.45
H 0.82 -2.29 4.93
H 3.21 -2.88 5.03
H 4.84 -1.64 3.65
H 4.10 0.12 2.16
H 2.47 3.93 1.16
H 4.34 4.79 -0.15
H 5.80 3.22 -1.39
H 5.36 0.80 -1.29
H 3.46 -0.06 0.00
H 0.43 5.20 1.89
H 1.28 7.28 0.93
H 3.35 8.31 1.80
H 4.54 7.24 3.68
H 3.71 5.13 4.63
H 4.22 3.35 2.85
H 6.22 2.14 3.55
H 6.17 0.66 5.52
H 4.06 0.37 6.78
H 2.04 1.61 6.10
```

Computed properties:
**DFT total energy**: -420156.5775 eV
**2S+1**: 1
**Highest occupied orbital energy**: -0.1934 hartree
**LUMO level**: -0.0098 hartree
**Orbital gap**: 0.1837 hartree


No. 3
A structure of composition C59H71As2N3O4PS3Ti. Source: the OMol25 dataset; level of theory: ωB97M-V/def2-TZVPD.

Structure (XYZ):
```
144
C59H71As2N3O4PS3Ti, DFT ωB97M-V/def2-TZVPD
Ti 0.44 -0.53 -1.19
C -7.85 0.12 0.79
C -6.36 0.29 0.87
C -5.65 0.75 -0.24
C -4.27 0.86 -0.22
C -3.60 0.53 0.95
C -4.27 0.08 2.07
C -5.66 -0.03 2.03
S -1.86 0.68 1.15
O -1.20 0.50 -0.25
C -1.74 2.42 1.53
C -2.43 3.39 0.77
C -2.35 4.70 1.14
C -1.58 5.09 2.26
C -1.49 6.46 2.64
C -0.72 6.83 3.70
C 0.01 5.87 4.42
C -0.06 4.55 4.09
C -0.87 4.12 3.00
C -0.96 2.75 2.61
C -0.13 1.72 3.30
C -0.47 1.25 4.60
C -1.62 1.70 5.29
C -1.94 1.19 6.52
C -1.12 0.21 7.12
C -0.01 -0.25 6.47
C 0.34 0.25 5.19
C 1.47 -0.26 4.50
C 1.77 0.19 3.25
C 0.95 1.18 2.67
S 1.28 1.70 0.99
O 1.58 0.40 0.24
C 2.87 2.46 1.16
C 2.93 3.77 1.61
C 4.17 4.36 1.79
C 5.35 3.65 1.51
C 6.69 4.29 1.73
C 5.25 2.35 1.04
C 4.01 1.74 0.86
H -8.10 -0.65 0.06
H -8.34 1.04 0.48
H -8.27 -0.17 1.76
H -6.19 1.02 -1.14
H -3.72 1.21 -1.08
H -3.74 -0.17 2.98
H -6.19 -0.38 2.90
H -3.02 3.10 -0.08
H -2.88 5.45 0.57
H -2.05 7.19 2.07
H -0.66 7.88 3.98
H 0.63 6.18 5.25
H 0.51 3.82 4.65
H -2.25 2.45 4.83
H -2.82 1.55 7.03
H -1.38 -0.17 8.10
H 0.62 -1.00 6.93
H 2.09 -1.00 4.98
H 2.63 -0.18 2.71
H 2.03 4.33 1.82
H 4.23 5.38 2.13
H 6.66 5.36 1.52
H 7.45 3.83 1.10
H 7.00 4.16 2.77
H 6.15 1.80 0.80
H 3.93 0.73 0.46
C -2.06 -2.84 -5.03
C -0.57 -2.59 -4.82
As 0.18 -2.59 -3.01
C 1.94 -3.28 -3.53
C 2.55 -2.51 -4.70
C -0.69 -4.18 -2.27
C -0.44 -5.50 -2.98
H -2.24 -3.08 -6.08
H -2.66 -1.97 -4.80
H -2.43 -3.69 -4.44
H -0.28 -1.63 -5.27
H 0.00 -3.36 -5.33
H 1.82 -4.33 -3.79
H 2.58 -3.20 -2.65
H 2.13 -2.83 -5.65
H 3.62 -2.68 -4.74
H 2.37 -1.44 -4.61
H -1.76 -3.96 -2.27
H -0.40 -4.23 -1.22
H -0.65 -5.44 -4.05
H -1.09 -6.28 -2.57
H 0.58 -5.84 -2.87
C -3.60 -4.00 1.99
C -3.05 -3.56 0.79
C -1.91 -2.77 0.85
N -1.31 -2.40 1.98
C -1.84 -2.84 3.12
C -2.98 -3.63 3.18
H -4.49 -4.61 2.00
H -3.50 -3.82 -0.15
H -1.45 -2.40 -0.06
H -1.33 -2.54 4.03
H -3.36 -3.96 4.13
C 2.54 -4.74 -0.21
P 2.18 -3.17 0.56
C 1.41 -3.55 2.13
C 3.76 -2.44 0.95
O 1.28 -2.31 -0.31
H 3.08 -5.39 0.49
H 3.15 -4.60 -1.10
H 1.61 -5.23 -0.49
H 2.12 -4.10 2.75
H 0.52 -4.15 1.96
H 1.11 -2.62 2.62
H 4.38 -3.18 1.46
H 3.63 -1.57 1.59
H 4.26 -2.12 0.03
C 3.58 0.72 -5.22
As 4.32 0.59 -3.45
C 6.10 -0.09 -3.73
C 4.57 2.41 -2.90
S 3.38 -0.56 -1.96
H 4.00 1.63 -5.65
H 2.50 0.78 -5.17
H 3.90 -0.15 -5.79
H 6.59 0.50 -4.50
H 6.03 -1.13 -4.04
H 6.65 -0.02 -2.79
H 5.41 2.83 -3.45
H 4.76 2.43 -1.83
H 3.67 2.99 -3.12
C 0.82 2.40 -2.38
C 0.71 0.91 -2.65
O 0.84 0.51 -3.80
H 0.93 2.96 -3.31
H 1.70 2.58 -1.75
H -0.05 2.76 -1.82
N -5.84 -2.98 -1.89
C -5.12 -2.19 -2.31
C -4.21 -1.18 -2.80
C -4.61 -0.18 -3.68
C -3.66 0.75 -4.06
C -2.36 0.63 -3.58
N -1.97 -0.34 -2.75
C -2.89 -1.21 -2.36
H -5.62 -0.14 -4.05
H -3.91 1.54 -4.75
H -1.59 1.32 -3.91
H -2.58 -2.00 -1.70
```

Computed properties:
**<S²>**: 0.7555
**ΔE to the lowest compared entry with this formula, charge and spin**: 0.917 eV
**DFT total energy**: -261573.9091 eV
**2S+1**: 2
**Highest occupied orbital energy (alpha / beta)**: -0.4456 / -0.4427 hartree
**Charge**: +2
**LUMO level (alpha / beta)**: -0.1628 / -0.1623 hartree
**Orbital gap (alpha / beta)**: 0.2828 / 0.2805 hartree


Q: Look up the DFT total energy of the third one.
A: -261573.9091 eV


Q: Look up the DFT total energy of the third one.
A: -261573.9091 eV